No. 1
{
  "formula": "C2H4NP",
  "method": "ωB97M-V/def2-TZVPD",
  "symbols": ["C", "C", "N", "P", "H", "H", "H", "H"],
  "coordinates": [[-0.308, -0.042, -1.598], [-0.241, 0.538, -0.246], [-1.433, -0.336, -1.041], [0.849, -0.013, 1.241], [0.314, -0.362, -2.404], [-0.593, 1.505, -0.037], [1.444, -0.888, 0.483], [0.112, -1.075, 1.766]],
  "gap_ev": 10.944,
  "mol_weight_g_mol": 73.03,
  "energy_ha": -474.5855,
  "largest_force_ev_per_a": 3.922,
  "e_above_lowest_kcal_mol": 55.4,
  "e_homo_ev": -9.918
}

No. 2
{
  "formula": "C2H4NPS",
  "method": "ωB97M-V/def2-TZVPD",
  "symbols": ["C", "C", "N", "P", "S", "H", "H", "H", "H"],
  "coordinates": [[0.438, -0.606, -0.397], [0.005, 0.159, 0.883], [-0.267, -0.094, -1.619], [-1.321, 1.065, -1.473], [-1.335, 1.408, 0.620], [1.637, -0.441, -0.520], [0.139, -1.679, -0.392], [-0.269, -0.498, 1.740], [0.974, 0.686, 1.158]],
  "gap_ev": 9.004,
  "mol_weight_g_mol": 105.10,
  "energy_ha": -872.8831,
  "largest_force_ev_per_a": 3.108,
  "e_above_lowest_kcal_mol": 6.4,
  "e_homo_ev": -9.048
}

No. 3
{
  "formula": "C2H4NPS",
  "method": "ωB97M-V/def2-TZVPD",
  "symbols": ["C", "C", "N", "P", "S", "H", "H", "H", "H"],
  "coordinates": [[-0.300, -2.646, -0.685], [1.351, 0.864, 0.379], [-1.221, -1.921, -0.592], [-2.609, -1.072, -0.024], [-2.272, 0.824, -0.095], [1.123, 2.067, -0.326], [2.234, 0.420, -0.250], [1.295, 1.071, 1.512], [0.399, 0.392, 0.081]],
  "gap_ev": 7.983,
  "mol_weight_g_mol": 105.10,
  "energy_ha": -872.8066,
  "largest_force_ev_per_a": 4.477,
  "e_above_lowest_kcal_mol": 54.4,
  "e_homo_ev": -10.068
}

No. 4
{
  "formula": "C2H4NPS",
  "method": "ωB97M-V/def2-TZVPD",
  "symbols": ["C", "C", "N", "P", "S", "H", "H", "H", "H"],
  "coordinates": [[-0.398, 0.509, -0.293], [-0.968, -0.455, 0.582], [0.761, 0.994, -0.396], [2.406, 0.990, -0.248], [2.851, -0.825, -0.966], [-1.071, 0.754, -1.099], [-0.422, -0.672, 1.603], [-1.259, -1.331, 0.017], [-1.899, 0.035, 0.799]],
  "gap_ev": 8.085,
  "mol_weight_g_mol": 105.10,
  "energy_ha": -872.8731,
  "largest_force_ev_per_a": 3.759,
  "e_above_lowest_kcal_mol": 12.7,
  "e_homo_ev": -8.607
}

No. 5
{
  "formula": "C2H4O2S",
  "method": "ωB97M-V/def2-TZVPD",
  "symbols": ["C", "C", "O", "O", "S", "H", "H", "H", "H"],
  "coordinates": [[-0.746, 0.026, 1.238], [1.147, -0.277, -0.833], [-1.449, -0.540, -1.234], [-0.551, 1.721, -0.781], [-0.529, 0.310, -0.540], [-0.917, -0.993, 1.542], [-0.210, 0.672, 1.913], [1.932, 0.414, -0.577], [1.324, -1.333, -0.727]],
  "gap_ev": [9.122, 9.179],
  "mol_weight_g_mol": 92.12,
  "energy_ha": -627.1070,
  "largest_force_ev_per_a": 2.287,
  "e_above_lowest_kcal_mol": 111.1,
  "e_homo_ev": [-10.734, -10.751]
}

No. 6
{
  "formula": "C2H4O2S",
  "method": "ωB97M-V/def2-TZVPD",
  "symbols": ["C", "C", "H", "H", "H", "H", "O", "O", "S"],
  "coordinates": [[0.275, -0.807, 0.018], [-1.130, -0.060, -0.032], [1.591, 0.961, 0.826], [0.189, -1.302, 1.020], [0.334, -1.579, -0.751], [-0.188, 1.622, 0.005], [-1.142, 1.297, -0.043], [-2.131, -0.670, 0.021], [1.837, 0.030, -0.052]],
  "gap_ev": 10.254,
  "mol_weight_g_mol": 92.12,
  "energy_ha": -627.2707,
  "largest_force_ev_per_a": 2.551,
  "e_above_lowest_kcal_mol": 8.4,
  "e_homo_ev": -9.827
}